Computed, not measured: a cluster of 15 separate species, C72H177N15O6 in total at a distorted geometry, with ωB97M-V with the def2-TZVPD basis set.

```
270
Properties=species:S:1:pos:R:3:lowdin_charge:R:1
C -9.536 -19.811 -15.101 -0.072
C -9.843 -18.350 -15.478 -0.227
N -10.396 -17.614 -14.300 -0.180
C -11.746 -17.972 -13.878 -0.272
C -12.765 -18.170 -14.986 -0.089
C -9.502 -17.576 -13.118 -0.244
C -8.060 -17.118 -13.364 -0.076
H -8.683 -19.907 -14.428 0.064
H -9.306 -20.285 -16.055 0.048
H -10.384 -20.340 -14.664 0.075
H -8.917 -17.866 -15.790 0.082
H -10.642 -18.303 -16.218 0.094
H -11.695 -18.859 -13.247 0.108
H -12.056 -17.090 -13.318 0.092
H -12.580 -19.048 -15.605 0.072
H -13.784 -18.191 -14.601 0.076
H -12.738 -17.263 -15.589 0.066
H -9.504 -18.513 -12.560 0.106
H -9.959 -16.820 -12.479 0.103
H -8.178 -16.250 -14.012 0.049
H -7.537 -17.880 -13.943 0.051
H -7.460 -16.725 -12.544 0.059
C -12.786 -14.024 -12.918 -0.068
C -12.873 -12.996 -14.049 -0.216
N -13.627 -11.792 -13.592 -0.184
C -14.920 -11.539 -14.224 -0.245
C -15.894 -12.699 -13.903 -0.080
C -12.777 -10.603 -13.370 -0.213
C -11.544 -10.853 -12.441 -0.059
H -12.311 -13.635 -12.017 0.051
H -12.248 -14.939 -13.164 0.046
H -13.784 -14.385 -12.668 0.070
H -11.937 -12.602 -14.445 0.101
H -13.426 -13.513 -14.833 0.094
H -15.289 -10.614 -13.781 0.095
H -14.876 -11.481 -15.312 0.097
H -15.798 -12.940 -12.844 0.072
H -16.938 -12.472 -14.117 0.068
H -15.587 -13.544 -14.519 0.052
H -13.372 -9.832 -12.881 0.098
H -12.457 -10.193 -14.327 0.078
H -11.799 -11.572 -11.662 0.049
H -11.366 -9.907 -11.930 0.072
H -10.592 -11.155 -12.879 0.046
C -7.020 -11.910 -17.840 -0.068
C -7.912 -12.785 -16.970 -0.231
N -8.223 -14.086 -17.585 -0.178
C -9.286 -14.775 -16.850 -0.205
C -10.743 -14.116 -17.087 -0.043
C -7.079 -14.922 -17.904 -0.244
C -6.430 -15.604 -16.682 -0.067
H -6.011 -12.318 -17.902 0.053
H -6.947 -10.888 -17.467 0.047
H -7.353 -11.759 -18.866 0.063
H -7.523 -12.928 -15.962 0.105
H -8.842 -12.250 -16.776 0.087
H -9.251 -15.811 -17.188 0.091
H -9.107 -14.793 -15.775 0.088
H -11.512 -14.598 -16.483 0.046
H -10.757 -13.066 -16.793 0.042
H -11.053 -14.325 -18.111 0.061
H -6.426 -14.381 -18.589 0.094
H -7.373 -15.781 -18.508 0.087
H -7.068 -16.479 -16.560 0.049
H -6.381 -15.054 -15.742 0.067
H -5.412 -15.890 -16.945 0.060
C -4.640 -7.949 -13.973 -0.075
C -6.081 -7.405 -13.711 -0.241
N -7.076 -8.439 -13.898 -0.191
C -7.150 -9.490 -12.829 -0.238
C -7.402 -9.069 -11.417 -0.083
C -7.153 -8.935 -15.326 -0.208
C -8.626 -9.358 -15.547 -0.092
H -4.344 -8.695 -13.236 0.059
H -3.947 -7.109 -13.993 0.065
H -4.549 -8.371 -14.974 0.038
H -6.183 -6.952 -12.725 0.102
H -6.359 -6.661 -14.457 0.108
H -6.205 -10.024 -12.928 0.093
H -7.732 -10.362 -13.124 0.092
H -8.364 -8.588 -11.243 0.073
H -6.679 -8.363 -11.009 0.065
H -7.415 -9.903 -10.715 0.061
H -6.899 -8.206 -16.095 0.119
H -6.538 -9.833 -15.396 0.091
H -8.713 -9.602 -16.605 0.041
H -8.965 -10.243 -15.009 0.055
H -9.352 -8.560 -15.389 0.073
C -14.934 -7.649 -14.516 -0.074
C -14.468 -7.204 -15.919 -0.234
N -14.147 -8.380 -16.761 -0.177
C -12.694 -8.587 -16.674 -0.227
C -12.312 -10.072 -17.047 -0.077
C -14.625 -8.212 -18.145 -0.262
C -16.123 -8.448 -18.247 -0.091
H -15.396 -6.860 -13.923 0.069
H -14.085 -7.966 -13.909 0.043
H -15.603 -8.501 -14.395 0.060
H -15.366 -6.694 -16.266 0.096
H -13.742 -6.404 -16.063 0.116
H -12.115 -7.779 -17.122 0.111
H -12.498 -8.569 -15.602 0.083
H -12.901 -10.792 -16.479 0.052
H -12.591 -10.356 -18.061 0.027
H -11.248 -10.295 -16.964 0.055
H -14.240 -8.937 -18.862 0.098
H -14.327 -7.241 -18.541 0.114
H -16.693 -7.618 -17.829 0.061
H -16.434 -9.284 -17.621 0.072
H -16.365 -8.663 -19.287 0.072
C -2.322 -15.327 -12.650 -0.097
C -3.594 -16.104 -12.923 -0.233
N -3.450 -17.605 -12.975 -0.179
C -2.468 -18.078 -13.954 -0.243
C -2.897 -18.097 -15.444 -0.070
C -4.753 -18.231 -13.149 -0.255
C -4.765 -19.696 -12.561 -0.062
H -1.613 -15.283 -13.476 0.049
H -1.760 -15.707 -11.797 0.080
H -2.589 -14.308 -12.372 0.071
H -4.246 -15.855 -12.086 0.105
H -4.116 -15.697 -13.789 0.095
H -1.529 -17.541 -13.822 0.100
H -2.229 -19.099 -13.655 0.101
H -3.564 -18.939 -15.630 0.056
H -3.405 -17.146 -15.605 0.050
H -2.030 -18.167 -16.100 0.072
H -5.105 -18.189 -14.179 0.096
H -5.338 -17.678 -12.414 0.092
H -4.527 -19.819 -11.504 0.073
H -4.107 -20.376 -13.101 0.055
H -5.757 -20.089 -12.787 0.056
C -14.357 -12.556 -18.952 -0.070
C -15.760 -13.177 -19.203 -0.240
N -15.766 -14.631 -19.260 -0.196
C -16.811 -15.192 -20.129 -0.244
C -18.198 -15.131 -19.492 -0.096
C -15.739 -15.245 -17.950 -0.260
C -15.241 -16.712 -17.990 -0.074
H -14.439 -11.581 -18.472 0.047
H -13.790 -12.513 -19.882 0.067
H -13.773 -13.225 -18.321 0.055
H -16.328 -12.925 -18.307 0.100
H -16.152 -12.738 -20.120 0.117
H -16.886 -14.609 -21.047 0.105
H -16.613 -16.210 -20.464 0.103
H -18.302 -15.956 -18.787 0.062
H -18.360 -14.214 -18.925 0.073
H -18.964 -15.327 -20.242 0.072
H -16.696 -15.104 -17.447 0.103
H -15.033 -14.786 -17.259 0.097
H -15.802 -17.342 -18.681 0.058
H -15.298 -17.154 -16.995 0.060
H -14.213 -16.898 -18.301 0.069
C -5.960 -13.058 -9.227 -0.078
C -7.435 -13.431 -9.043 -0.262
N -8.260 -13.115 -10.207 -0.178
C -9.716 -13.224 -9.988 -0.255
C -10.144 -12.256 -8.887 -0.095
C -7.927 -13.938 -11.382 -0.225
C -8.820 -13.611 -12.629 -0.060
H -5.593 -13.673 -10.048 0.049
H -5.378 -13.200 -8.316 0.074
H -5.875 -12.015 -9.532 0.071
H -7.623 -14.432 -8.654 0.116
H -7.728 -12.756 -8.239 0.099
H -10.094 -14.237 -9.848 0.124
H -10.254 -12.803 -10.837 0.058
H -11.195 -12.037 -9.071 0.062
H -9.668 -11.276 -8.919 0.079
H -10.143 -12.655 -7.872 0.067
H -6.955 -13.551 -11.686 0.100
H -7.848 -14.997 -11.137 0.102
H -8.348 -13.962 -13.547 0.051
H -9.838 -13.952 -12.440 0.049
H -8.871 -12.530 -12.754 0.051
C -7.362 -20.758 -21.945 -0.062
C -7.712 -21.235 -20.508 -0.282
N -7.091 -20.492 -19.504 -0.209
C -7.088 -21.250 -18.273 -0.242
C -6.269 -20.731 -17.064 -0.069
C -7.354 -19.066 -19.333 -0.241
C -8.785 -18.698 -19.107 -0.064
H -6.306 -20.832 -22.206 0.076
H -7.555 -19.690 -22.045 0.028
H -7.960 -21.270 -22.699 0.074
H -8.793 -21.185 -20.374 0.108
H -7.422 -22.285 -20.522 0.117
H -8.139 -21.338 -17.998 0.100
H -6.750 -22.254 -18.529 0.110
H -6.000 -21.563 -16.413 0.075
H -5.423 -20.100 -17.334 0.064
H -6.853 -20.023 -16.475 0.043
H -6.956 -18.551 -20.208 0.090
H -6.695 -18.695 -18.548 0.101
H -9.388 -19.124 -19.908 0.073
H -8.928 -17.617 -19.128 0.065
H -9.186 -19.112 -18.182 0.057
C -7.334 -10.812 -24.392 -0.339
O -7.314 -10.615 -25.611 -0.010
N -6.682 -10.074 -23.469 -0.173
C -6.631 -10.440 -22.047 -0.051
C -5.964 -8.869 -23.782 -0.044
H -7.882 -11.671 -23.976 0.102
H -7.088 -9.629 -21.481 0.077
H -5.595 -10.579 -21.739 0.060
H -7.147 -11.341 -21.715 0.077
H -5.857 -8.709 -24.855 0.093
H -6.427 -7.994 -23.327 0.088
H -5.025 -8.910 -23.229 0.074
C -3.671 -11.918 -14.660 -0.351
O -4.765 -12.405 -14.517 0.011
N -2.669 -12.518 -15.374 -0.190
C -1.317 -12.011 -15.412 -0.057
C -2.850 -13.852 -15.956 -0.040
H -3.277 -11.009 -14.181 0.128
H -1.268 -11.032 -14.933 0.088
H -1.085 -11.834 -16.462 0.080
H -0.631 -12.696 -14.913 0.091
H -3.809 -14.370 -15.935 0.066
H -2.596 -13.657 -16.998 0.078
H -2.066 -14.552 -15.665 0.076
C -3.417 -11.883 -22.854 -0.267
O -2.611 -10.975 -22.515 -0.041
N -3.753 -12.970 -22.052 -0.170
C -3.314 -13.142 -20.677 -0.049
C -4.575 -14.024 -22.651 -0.052
H -3.896 -11.916 -23.844 0.139
H -2.837 -14.103 -20.481 0.084
H -4.034 -13.158 -19.859 0.074
H -2.559 -12.373 -20.510 0.065
H -4.078 -14.993 -22.703 0.090
H -5.530 -14.111 -22.133 0.079
H -4.736 -13.760 -23.697 0.078
C -4.303 -8.909 -19.895 -0.373
O -5.448 -8.602 -19.693 0.009
N -3.520 -9.571 -19.027 -0.144
C -2.079 -9.863 -19.360 -0.046
C -3.934 -9.935 -17.657 -0.036
H -3.757 -8.624 -20.808 0.137
H -1.791 -9.795 -20.409 0.070
H -1.777 -10.822 -18.938 0.065
H -1.442 -9.101 -18.912 0.079
H -4.949 -9.546 -17.572 0.062
H -3.970 -11.021 -17.571 0.074
H -3.420 -9.411 -16.852 0.083
C -7.411 -15.131 -24.324 -0.340
O -7.332 -13.945 -24.659 -0.003
N -7.952 -15.561 -23.168 -0.149
C -7.731 -16.971 -22.760 -0.065
C -8.549 -14.627 -22.141 -0.008
H -6.957 -15.945 -24.909 0.133
H -6.993 -17.473 -23.386 0.081
H -8.582 -17.651 -22.723 0.080
H -7.312 -17.011 -21.754 0.060
H -9.635 -14.702 -22.201 0.094
H -8.168 -14.937 -21.168 0.070
H -8.204 -13.601 -22.265 0.061
C -10.366 -10.355 -22.163 -0.369
O -10.346 -11.346 -22.870 -0.003
N -10.300 -10.453 -20.838 -0.139
C -10.291 -11.809 -20.231 -0.009
C -10.373 -9.212 -19.977 -0.025
H -10.441 -9.313 -22.510 0.139
H -10.162 -12.637 -20.928 0.065
H -11.252 -11.956 -19.738 0.071
H -9.478 -11.861 -19.508 0.066
H -11.300 -9.056 -19.426 0.057
H -9.569 -9.244 -19.242 0.072
H -10.065 -8.256 -20.401 0.086
```

Values from the calculation:
LUMO energy	0.00720	Ha
energy	-4121.9941	Ha
energy above the lowest of the compared OMol25 structures with the same formula, charge and spin	114.7	kcal per mole
total charge	0